Record 1
C5H13NO2 | ωB97M-V/def2-TZVPD

```
21
Properties=species:S:1:pos:R:3:forces:R:3:lowdin_spin:R:1
N -1.315 -0.187 -1.618 0.2 0.2 0.1 0.028
C -0.732 -0.641 -0.346 0.4 -0.6 0.3 0.046
C 0.715 -1.014 -0.482 0.0 0.2 -1.3 0.363
C 1.728 -0.258 0.065 -0.8 0.4 0.7 0.036
C 3.090 -0.346 -0.060 0.4 -0.6 -0.4 0.385
C 4.038 0.286 0.918 -0.6 -0.4 -0.4 0.064
H -0.629 0.388 -2.099 0.1 -0.1 0.0 0.001
H -0.827 0.096 0.447 -0.1 0.3 0.0 0.000
H -1.324 -1.485 0.017 0.0 -0.1 -0.1 0.014
H 0.971 -1.722 -1.279 0.0 -0.1 0.3 0.016
H 1.343 0.508 0.740 0.2 0.0 0.2 -0.006
H 3.507 -1.047 -0.787 -0.1 0.1 0.2 0.019
H 3.701 1.280 1.186 0.2 0.4 0.0 0.008
H 5.051 0.273 0.520 0.1 0.2 0.2 0.001
H 3.985 -0.297 1.838 0.4 -0.1 0.2 0.022
H -4.145 -0.647 0.998 -0.1 0.2 -0.1 0.000
H -1.991 0.513 -1.302 -0.5 0.1 0.0 0.003
O -3.315 -0.245 1.262 0.0 0.0 0.4 0.001
H -3.218 0.727 0.805 0.1 -0.4 -0.3 0.000
H -2.656 2.636 0.431 0.0 0.0 0.0 0.000
O -2.863 1.818 -0.027 -0.1 0.0 -0.1 0.001
```
Positions in Å, forces in eV/Å.

Properties
* highest occupied orbital energy (spin up / spin down): -4.04 / -4.05 eV
* net charge: -1
* 2S+1: 2
* orbital gap (spin up / spin down): 7.393 / 7.074 eV
* DFT total energy: -10979.6670 eV

=====

Record 2
C5H13NO2 | ωB97M-V/def2-TZVPD

```
21
Properties=species:S:1:pos:R:3:forces:R:3:lowdin_spin:R:1
C -2.218 -0.190 -0.531 4.1 -3.9 -1.3 0.177
C -0.877 0.660 -0.533 -2.8 -1.3 1.1 0.061
N 0.124 0.124 0.187 -0.4 0.7 -0.5 0.014
C 0.195 -1.319 0.365 1.9 0.1 1.4 0.127
C 1.628 -1.685 -0.076 1.1 -1.9 0.8 0.086
C 1.796 -3.237 -0.303 -0.7 -0.1 -1.4 0.144
O -0.945 1.805 -0.915 0.7 1.3 -0.5 0.011
H -2.159 -1.258 -1.124 0.1 2.5 1.3 0.070
H -2.959 0.289 -1.002 -2.6 2.2 -1.6 0.016
H -2.445 -0.465 0.462 -0.3 -0.2 1.3 0.039
H 0.935 0.750 0.312 -0.6 -1.0 -0.1 0.007
H -0.581 -1.851 -0.187 0.5 0.3 -0.2 0.035
H 0.051 -1.594 1.458 0.2 0.2 -1.1 0.046
H 2.434 -1.335 0.660 -1.3 -0.3 -0.6 0.019
H 1.909 -1.237 -1.022 -0.3 0.4 -0.2 0.018
H 1.292 -3.484 -1.337 1.1 0.4 1.7 0.042
H 2.927 -3.516 -0.380 -2.1 0.1 0.5 0.019
H 1.111 -3.813 0.403 1.5 0.4 -0.4 0.034
H 0.836 3.742 0.951 1.0 0.0 -0.9 0.009
H -0.628 3.529 1.005 -2.1 -0.7 -1.7 0.006
O 0.103 3.695 1.534 1.1 0.6 2.6 0.022
```
Positions in Å, forces in eV/Å.

Properties
* highest occupied orbital energy (spin up / spin down): 1.14 / -6.26 eV
* net charge: -1
* 2S+1: 2
* orbital gap (spin up / spin down): 2.543 / 9.866 eV
* DFT total energy: -10979.0140 eV

=====

Record 3
C5H13NO2 | ωB97M-V/def2-TZVPD

```
21
Properties=species:S:1:pos:R:3:forces:R:3:lowdin_spin:R:1
C 0.675 -0.066 1.127 1.5 -1.2 -0.1 0.000
C 0.946 0.371 -0.316 -3.6 -0.2 -1.0 0.001
C -0.395 0.152 -1.103 0.9 0.0 0.3 0.074
C -1.302 1.344 -1.149 0.9 -0.2 -1.8 0.610
O -2.805 0.461 0.714 -0.3 0.4 0.1 0.149
N 2.053 -0.240 -1.251 0.0 2.1 2.2 0.006
C 2.896 -0.367 -0.301 2.3 -1.0 -1.5 -0.001
O -1.360 -1.962 1.343 -0.3 0.2 -0.1 0.007
H 1.413 0.218 1.887 0.1 0.3 -0.2 0.000
H 0.711 -1.157 1.080 -0.4 -0.1 0.3 0.000
H -0.321 0.135 1.503 -0.1 0.3 -0.4 0.000
H 1.058 1.458 -0.388 0.9 -0.1 0.1 0.001
H -0.083 -0.093 -2.122 -0.2 0.0 -0.1 0.023
H -0.898 -0.731 -0.689 -0.1 0.0 0.0 0.014
H -1.906 1.295 -2.053 -0.5 0.2 0.4 0.026
H -0.952 2.358 -0.968 0.2 -0.1 0.4 0.037
H -2.193 0.963 0.085 -0.8 -0.8 0.9 0.050
H -1.931 -2.702 1.574 -0.1 0.0 -0.1 0.000
H 3.852 0.212 -0.277 0.3 -0.5 -0.5 0.000
H 2.939 -1.228 0.381 -1.0 0.7 1.1 0.000
H -2.397 -0.422 0.924 0.4 -0.2 0.0 0.004
```
Positions in Å, forces in eV/Å.

Properties
* highest occupied orbital energy (spin up / spin down): -3.34 / -3.34 eV
* net charge: -1
* 2S+1: 2
* orbital gap (spin up / spin down): 6.653 / 6.579 eV
* DFT total energy: -10975.1658 eV

=====

Record 4
C5H13NO2 | ωB97M-V/def2-TZVPD

```
21
Properties=species:S:1:pos:R:3:forces:R:3:mulliken_charge:R:1
C 0.845 -0.485 2.144 1.5 -0.7 0.8 -0.208
C -1.232 0.218 0.291 0.9 0.4 -2.4 -0.758
C -1.745 -1.180 -0.007 0.1 0.1 0.1 -1.258
O 1.716 -1.127 1.587 -1.1 0.6 0.5 -0.547
H 1.563 -1.127 -0.229 0.0 0.2 -1.1 0.259
H 0.986 0.576 2.399 -0.1 0.1 -0.4 0.330
H -0.024 -0.959 2.620 -0.1 -0.2 -0.3 0.339
H -1.023 0.423 1.340 0.6 -0.2 -0.1 0.497
H -1.999 0.966 0.079 -0.1 -0.1 -0.2 0.450
H -0.991 -1.941 0.217 -0.1 0.0 0.1 0.285
H -1.988 -1.267 -1.071 0.0 0.1 0.1 0.315
H -2.645 -1.415 0.562 0.0 -0.1 0.0 0.395
C 0.648 1.936 -0.625 0.8 -0.4 -0.4 -1.447
C -0.138 0.722 -1.055 -2.8 0.9 2.3 1.001
N 1.309 -0.739 -1.156 0.2 -0.6 0.9 -0.611
O -0.680 0.641 -2.133 0.2 -0.4 -0.3 -0.638
H 0.742 -1.409 -1.662 0.1 0.0 0.0 0.296
H 2.139 -0.525 -1.700 -0.1 0.0 0.1 0.251
H 1.450 1.610 0.034 0.0 0.3 0.2 0.355
H 1.075 2.428 -1.500 0.1 -0.1 0.0 0.374
H -0.008 2.654 -0.135 -0.1 -0.2 0.1 0.319
```
Positions in Å, forces in eV/Å.

Properties
* highest occupied orbital energy: -8.37 eV
* net charge: 0
* orbital gap: 8.716 eV
* DFT total energy: -10978.5872 eV

=====

Record 5
C5H13NO2 | ωB97M-V/def2-TZVPD

```
21
Properties=species:S:1:pos:R:3:forces:R:3:mulliken_charge:R:1
C 0.144 1.509 -0.177 0.1 -0.5 0.7 -0.815
N -0.729 1.130 -1.293 0.5 0.2 0.7 -0.248
C -0.586 -0.174 -1.861 -0.7 -0.3 -1.0 -0.265
O -1.027 -0.163 -3.227 0.1 -0.3 0.4 -0.541
C -0.011 0.739 1.173 -0.3 0.2 -1.1 -0.658
C 0.499 -0.705 1.246 0.8 0.8 1.8 0.560
C 1.908 -0.777 1.869 -0.4 0.2 0.3 -1.489
O -0.371 -1.344 2.205 0.3 0.9 -0.2 -0.563
H 1.185 1.448 -0.499 0.1 0.0 -0.2 0.333
H -0.059 2.550 0.071 0.0 0.1 -0.3 0.358
H -1.688 1.324 -1.056 -0.3 0.0 0.0 0.231
H 0.461 -0.478 -1.795 0.0 0.0 0.1 0.332
H -1.254 -0.960 -1.476 0.4 0.1 0.5 0.179
H -0.567 0.551 -3.663 0.2 0.4 -0.2 0.295
H -1.074 0.747 1.425 0.0 -0.2 0.0 0.325
H 0.480 1.297 1.969 0.1 0.2 0.0 0.397
H 0.649 -1.178 0.284 -1.0 -0.4 -0.3 0.191
H 2.048 -0.071 2.693 -0.2 0.3 -0.2 0.350
H 2.668 -0.593 1.110 0.2 -0.2 0.2 0.365
H 1.978 -1.739 2.377 0.4 -0.3 -0.5 0.346
H -0.684 -2.173 1.904 -0.4 -1.3 -0.6 0.319
```
Positions in Å, forces in eV/Å.

Properties
* highest occupied orbital energy: -9.18 eV
* net charge: 0
* orbital gap: 9.992 eV
* DFT total energy: -10980.0227 eV

=====

Record 6
C5H13NO2 | ωB97M-V/def2-TZVPD

```
21
Properties=species:S:1:pos:R:3:forces:R:3:mulliken_charge:R:1
C -0.260 1.084 0.267 -0.1 4.8 -0.6 0.251
C 0.699 -0.980 0.386 1.7 0.1 -0.6 0.414
C -1.456 0.967 -0.635 0.0 0.0 0.0 -1.120
C 0.090 -1.737 -0.761 -0.1 0.0 -0.1 -1.264
C 0.202 -1.379 1.755 -0.2 0.6 0.1 -1.331
N 1.045 0.987 -0.083 -0.1 -4.0 0.8 -0.223
O 1.215 1.038 -1.460 -0.1 -0.1 0.3 -0.368
O 0.064 2.978 0.337 -1.1 -0.8 0.1 -0.763
H 2.162 1.224 -1.546 -0.2 -0.1 0.1 0.393
H 0.119 3.310 -0.571 -0.2 -0.2 0.1 0.247
H -0.431 1.088 1.334 0.2 -0.4 0.0 0.369
H 1.784 -1.052 0.360 -0.1 -0.2 0.0 0.270
H -2.005 0.043 -0.447 0.1 0.0 0.0 0.302
H -1.180 1.025 -1.686 0.0 -0.1 0.1 0.307
H -2.131 1.794 -0.419 0.1 0.0 0.1 0.377
H 0.483 -2.763 -0.771 0.1 0.1 0.1 0.404
H 0.356 -1.296 -1.723 -0.1 0.0 0.0 0.351
H -0.994 -1.832 -0.672 0.1 0.1 -0.1 0.280
H 0.447 -2.433 1.942 0.0 0.2 -0.2 0.393
H -0.883 -1.278 1.846 0.0 0.0 0.0 0.322
H 0.672 -0.788 2.545 0.0 0.0 0.0 0.390
```
Positions in Å, forces in eV/Å.

Properties
* highest occupied orbital energy: -7.84 eV
* net charge: 0
* orbital gap: 8.535 eV
* DFT total energy: -10975.2786 eV

=====

Record 7
C5H13NO2 | ωB97M-V/def2-TZVPD

```
21
Properties=species:S:1:pos:R:3:forces:R:3:mulliken_charge:R:1
N 0.166 -2.077 -1.006 0.1 0.5 -0.1 -0.566
C 0.925 -1.378 -0.043 0.3 0.0 0.1 0.000
C 0.456 -0.593 0.927 0.0 -0.1 -0.6 -0.603
C 1.298 0.036 1.976 -0.9 -0.7 -0.2 -0.453
C 1.038 -0.139 3.266 0.1 0.4 0.1 0.008
C 1.871 0.404 4.393 0.0 0.0 0.0 -1.109
H 0.603 -2.041 -1.917 0.2 -0.2 0.0 0.243
H -0.743 -1.657 -1.135 -0.3 0.0 0.2 0.275
H 1.988 -1.591 -0.094 0.0 0.0 0.0 0.329
H -0.611 -0.410 0.894 -0.2 0.1 0.4 0.299
H 2.122 0.626 1.624 0.5 0.2 0.1 0.349
H 0.161 -0.727 3.537 0.2 0.0 0.0 0.334
H 2.558 -0.375 4.733 0.0 0.1 0.1 0.260
H 2.465 1.279 4.105 -0.1 -0.2 -0.1 0.307
H 1.255 0.686 5.247 0.0 0.0 0.0 0.325
H -2.041 1.802 -2.503 0.1 -0.1 0.3 0.330
H -3.295 1.355 -3.159 -0.2 -0.1 0.2 0.296
O -2.762 1.174 -2.376 0.1 0.2 -0.5 -0.630
H -1.968 1.286 -6.751 -0.5 0.2 0.4 0.321
H -2.815 0.780 -5.583 0.0 0.0 -0.1 0.323
O -2.671 1.558 -6.133 0.5 -0.2 -0.3 -0.640
```
Positions in Å, forces in eV/Å.

Properties
* highest occupied orbital energy: -7.94 eV
* net charge: 0
* orbital gap: 8.421 eV
* DFT total energy: -10979.6571 eV

=====

Record 8
C5H13NO2 | ωB97M-V/def2-TZVPD

```
21
Properties=species:S:1:pos:R:3:forces:R:3:mulliken_charge:R:1
C 1.432 -1.449 0.078 -0.1 0.3 -0.3 0.136
C 1.367 -0.061 0.740 0.4 -0.1 -0.4 -0.561
C -1.837 1.489 -1.719 -0.2 0.2 -0.3 -0.643
C -0.210 1.067 2.077 1.1 -0.7 0.8 -0.627
C 0.376 -1.585 -1.020 0.2 0.0 0.3 -1.176
N 0.207 -0.021 1.591 -0.6 0.2 0.4 -0.316
O -1.177 1.550 -0.481 -0.4 0.5 1.7 -0.407
O 1.277 -2.441 1.066 0.0 -0.2 0.2 -0.574
H 0.529 -2.155 1.610 0.0 0.0 0.0 0.389
H 2.427 -1.606 -0.354 -0.1 0.1 0.1 0.379
H 2.260 0.078 1.361 -0.1 -0.1 0.0 0.405
H 1.354 0.734 -0.011 -0.1 0.0 0.0 0.365
H -2.724 0.850 -1.698 0.0 0.0 0.0 0.290
H -1.118 1.060 -2.426 -0.2 0.1 0.1 0.194
H -2.114 2.485 -2.084 -0.1 -0.1 0.0 0.288
H -0.964 1.008 2.850 -0.5 0.1 -0.1 0.344
H 0.319 2.018 1.975 -0.1 0.2 -0.4 0.326
H -1.749 1.832 0.295 0.7 -0.5 -1.9 0.291
H 0.345 -2.611 -1.378 0.0 -0.1 -0.1 0.367
H -0.602 -1.325 -0.622 -0.1 0.0 0.0 0.240
H 0.603 -0.919 -1.848 0.0 0.1 -0.1 0.290
```
Positions in Å, forces in eV/Å.

Properties
* highest occupied orbital energy: -9.63 eV
* net charge: 0
* orbital gap: 10.355 eV
* DFT total energy: -10979.3871 eV

=====

Record 9
C5H13NO2 | ωB97M-V/def2-TZVPD

```
21
Properties=species:S:1:pos:R:3:forces:R:3:mulliken_charge:R:1
C -1.237 0.402 0.953 0.6 0.1 -1.2 -0.073
C -0.386 -0.348 -0.194 -1.4 0.1 1.5 0.416
C 2.804 -0.062 -1.062 0.0 0.2 0.1 -0.562
C -0.750 1.833 1.159 0.2 0.0 0.2 -1.299
C -1.030 -1.668 -0.619 -0.2 0.0 -0.3 -1.455
N 0.949 -0.516 0.355 1.2 -0.3 -1.8 -0.255
O 1.777 -1.010 -0.807 -0.3 0.4 1.4 -0.266
O -2.619 0.435 0.615 0.0 -0.2 -0.2 -0.561
H -2.716 0.957 -0.197 0.0 -0.1 0.3 0.366
H 0.972 -1.343 0.956 -0.2 0.2 -0.2 0.276
H -1.155 -0.154 1.892 -0.1 -0.1 -0.2 0.339
H -0.362 0.325 -1.059 0.3 0.0 0.2 0.229
H 3.619 -0.550 -1.605 -0.3 -0.2 0.0 0.249
H 3.230 0.348 -0.137 -0.2 -0.1 -0.1 0.264
H 2.414 0.758 -1.674 0.1 0.1 0.1 0.223
H -1.355 2.338 1.919 0.1 -0.2 -0.1 0.349
H 0.296 1.866 1.475 -0.1 0.0 -0.1 0.344
H -0.854 2.415 0.236 0.1 -0.1 0.0 0.350
H -0.941 -2.431 0.162 0.0 0.1 0.0 0.324
H -2.095 -1.539 -0.838 0.2 0.0 0.1 0.373
H -0.560 -2.055 -1.529 0.1 0.1 0.2 0.369
```
Positions in Å, forces in eV/Å.

Properties
* highest occupied orbital energy: -9.57 eV
* net charge: 0
* orbital gap: 10.567 eV
* DFT total energy: -10978.8074 eV

=====

Record 10
C5H13NO2 | ωB97M-V/def2-TZVPD

```
21
Properties=species:S:1:pos:R:3:forces:R:3:mulliken_charge:R:1
C 1.224 0.364 0.435 -0.4 1.0 -0.9 -0.878
N -0.068 0.143 -0.192 0.2 -0.8 0.2 -0.197
C -0.356 0.495 -1.487 0.4 0.9 -0.3 0.702
C 0.522 0.823 -2.444 0.1 -0.2 -1.0 -1.086
C -2.727 -0.123 -2.044 -1.0 -0.1 -0.7 -0.562
C -1.808 0.761 -1.694 -0.1 -0.5 0.5 -0.516
H 1.354 1.451 0.518 0.4 0.0 0.1 0.314
H 1.315 -0.060 1.428 -0.2 -0.3 0.0 0.331
H 1.995 -0.005 -0.236 0.2 -0.2 0.2 0.237
H -0.873 0.062 0.384 -0.3 0.0 0.5 0.273
H 1.596 0.737 -2.481 0.2 -0.1 0.8 0.265
H 0.165 1.120 -3.422 -0.4 0.0 0.2 0.278
H -2.616 -1.131 -2.429 0.9 0.0 0.3 0.260
H -3.787 0.124 -2.086 0.2 0.5 0.2 0.274
H -2.133 1.742 -1.363 0.0 0.1 -0.1 0.305
H 0.008 -4.087 1.324 0.2 1.4 0.4 0.311
H -0.067 -4.997 0.129 -0.1 -0.1 0.7 0.323
O -0.144 -4.983 1.103 -0.2 -1.3 -1.2 -0.636
H 1.724 2.332 5.492 0.2 -0.1 -0.1 0.321
H 2.225 2.944 4.209 -0.1 0.6 -0.6 0.315
O 2.449 2.289 4.855 -0.1 -0.5 0.7 -0.636
```
Positions in Å, forces in eV/Å.

Properties
* highest occupied orbital energy: -8.02 eV
* net charge: 0
* orbital gap: 8.583 eV
* DFT total energy: -10979.0679 eV

=====

The following relative energy (zero: lowest compared OMol25 entry of this formula, charge and spin) values (in kcal/mol) correspond, in order, to the records above: 29.2; 44.3; 133.0; 75.9; 42.8; 152.2; 51.2; 57.5; 70.8; 64.8.
The following maximum force values (in Eh/bohr) correspond, in order, to the records above: 0.0249; 0.1129; 0.0733; 0.0723; 0.0409; 0.0936; 0.0217; 0.0409; 0.0425; 0.0348.